Molecular formula: C26H36N3O6SbSn
Method: DFT, the ωB97M-V functional and the def2-TZVPD basis

Each line ends with the Mulliken charge.
Atoms and positions in Å:
Sn -1.57 -0.11 -0.59  0.86
O -1.73 5.17 -1.25  -0.48
C -1.54 3.86 -0.96  -0.20
O -0.78 3.16 -1.57  -0.34
C -2.40 3.42 0.20  0.55
C -3.39 4.23 0.70  -0.58
C -4.16 3.76 1.76  -0.59
C -3.89 2.51 2.28  -0.74
C -2.87 1.77 1.69  0.61
N -2.15 2.20 0.67  0.47
C -2.56 0.37 2.20  0.07
O -3.07 -0.01 3.23  -0.70
O -1.70 -0.28 1.48  0.01
H -1.16 5.36 -2.00  0.34
H -3.56 5.21 0.28  0.55
H -4.95 4.37 2.17  0.43
H -4.43 2.09 3.11  0.55
C 1.28 -6.13 0.29  -1.63
C 0.76 -4.73 0.08  1.12
C 0.62 -3.84 1.14  -1.07
C 0.12 -2.58 0.90  -0.48
N -0.25 -2.17 -0.31  1.15
C -0.14 -3.03 -1.33  -0.69
C 0.37 -4.30 -1.18  -0.80
H 1.88 -6.19 1.19  0.40
H 1.89 -6.45 -0.56  0.41
H 0.45 -6.83 0.39  0.29
H 0.89 -4.14 2.14  0.40
H -0.02 -1.87 1.71  0.34
H -0.48 -2.67 -2.30  0.37
H 0.43 -4.95 -2.04  0.42
O -4.23 0.18 -0.80  -0.71
C -4.29 -1.03 -0.60  0.49
C -5.54 -1.81 -0.25  -0.44
C -5.01 -3.22 0.02  -0.59
C -3.50 -3.11 -0.22  0.18
O -2.73 -4.03 -0.10  -0.59
N -3.18 -1.81 -0.59  -0.03
H -6.25 -1.74 -1.08  0.29
H -6.01 -1.35 0.62  0.26
H -5.41 -3.98 -0.65  0.29
H -5.17 -3.55 1.04  0.26
C 3.66 -1.77 -0.41  -1.44
C 3.45 -0.59 0.55  0.36
C 4.77 0.11 0.87  -1.36
Sb 1.86 0.68 -0.22  0.10
C 2.60 1.07 -2.22  0.26
C 3.90 1.88 -2.30  -1.34
C 1.49 1.73 -3.04  -1.35
C 2.34 2.50 0.82  0.33
C 1.41 3.62 0.34  -1.29
C 2.15 2.23 2.31  -1.52
H 4.31 -2.52 0.05  0.46
H 4.13 -1.45 -1.34  0.29
H 2.71 -2.26 -0.66  0.24
H 3.03 -0.97 1.48  0.38
H 5.25 0.51 -0.02  0.18
H 5.47 -0.61 1.31  0.45
H 4.65 0.93 1.58  0.29
H 2.78 0.07 -2.62  0.46
H 3.79 2.85 -1.81  0.19
H 4.15 2.07 -3.35  0.47
H 4.74 1.36 -1.85  0.22
H 1.31 2.76 -2.71  0.19
H 0.54 1.20 -2.97  0.25
H 1.77 1.77 -4.10  0.50
H 3.38 2.77 0.61  0.57
H 0.36 3.35 0.48  -0.06
H 1.56 3.86 -0.71  0.23
H 1.59 4.54 0.92  0.52
H 1.11 1.97 2.53  0.21
H 2.39 3.13 2.90  0.44
H 2.78 1.42 2.68  0.35

## Properties
HOMO in eV: -7.5
E_tot in Ha: -2082.7044
Gap between HOMO and LUMO in hartree: 0.272
Total charge: 0
LUMO energy in eV: -0.08

---

Molecular formula: C26H37CaN2O2PS
Method: DFT, the ωB97M-V functional and the def2-TZVPD basis

Each line ends with the Mulliken charge.
Atoms and positions in Å:
Ca 0.95 -0.60 0.69  1.19
C -0.23 -2.48 -0.01  -1.48
C 0.30 -3.73 -0.16  0.71
C 1.50 -4.02 -0.95  -0.42
C 2.00 -5.28 -1.13  -0.35
C 1.41 -6.42 -0.55  -0.58
C 0.28 -6.19 0.26  -0.15
C -0.25 -4.94 0.46  -0.63
H 2.01 -3.18 -1.42  0.31
H 2.89 -5.40 -1.74  0.28
H 1.81 -7.42 -0.71  0.33
H -0.19 -7.03 0.76  0.27
H -1.11 -4.82 1.11  0.28
C 0.15 2.67 -2.86  -1.93
C -0.70 3.29 -1.73  1.70
C -1.89 4.01 -2.37  -1.75
C 0.17 4.28 -0.97  -1.94
P -1.06 1.82 -0.62  0.74
C -2.25 0.81 -1.59  0.48
C -3.59 1.15 -1.87  -0.06
C -4.41 0.29 -2.58  -0.79
C -3.91 -0.93 -3.03  -0.50
C -2.60 -1.29 -2.75  -0.63
C -1.78 -0.42 -2.04  -0.38
C -2.03 2.36 0.90  1.93
C -2.73 1.10 1.43  -1.68
C -3.06 3.48 0.75  -1.81
C -1.01 2.81 1.95  -1.64
H 0.49 3.47 -3.53  0.50
H -0.43 1.96 -3.44  0.38
H 1.02 2.16 -2.46  0.32
H -1.50 4.73 -3.11  0.53
H -2.48 4.57 -1.65  0.25
H -2.54 3.32 -2.90  0.29
H 0.60 5.00 -1.67  0.51
H 1.00 3.78 -0.46  0.33
H -0.40 4.84 -0.22  0.29
H -4.00 2.08 -1.52  0.11
H -5.44 0.56 -2.78  0.40
H -4.55 -1.62 -3.57  0.36
H -2.21 -2.26 -3.04  0.47
H -0.78 -0.76 -1.78  0.39
H -3.56 0.80 0.79  0.34
H -3.11 1.30 2.44  0.48
H -2.05 0.25 1.51  0.25
H -3.83 3.26 0.01  0.20
H -2.59 4.43 0.48  0.29
H -3.56 3.63 1.71  0.54
H -0.27 2.04 2.17  0.16
H -1.52 3.01 2.89  0.50
H -0.48 3.72 1.65  0.26
O 4.61 0.86 -0.42  -0.69
C 3.67 0.26 -0.92  -0.47
O 2.44 0.32 -0.57  -0.39
H 3.87 -0.46 -1.75  0.33
C 2.17 -3.02 2.74  -1.46
N 2.66 -1.66 2.56  0.96
C 4.11 -1.54 2.52  -0.77
C 4.37 -0.06 2.81  -0.31
N 3.18 0.37 3.54  -0.19
C 2.20 -0.67 3.50  -0.67
S 0.51 -0.26 3.57  -0.33
H 2.34 -3.60 1.84  0.38
H 1.10 -2.99 2.92  0.32
H 2.67 -3.50 3.60  0.40
H 4.49 -1.85 1.54  0.27
H 4.57 -2.18 3.29  0.40
H 4.50 0.50 1.88  0.10
H 5.27 0.06 3.42  0.24
H 2.79 1.24 3.20  0.25

## Properties
HOMO (spin up / spin down) in eV: 1.0 / 1.4
E_tot in Ha: -2690.0013
Gap between HOMO and LUMO (spin up / spin down) in hartree: 0.112 / 0.100
Total charge: -2
LUMO energy (spin up / spin down) in eV: 4.09 / 4.10